1.
20
Properties=species:S:1:pos:R:3 method="wB97M-V/def2-TZVPD" orbital_gap_ev=7.714 max_force_ev_per_a=4.82 smiles="C/C=[NH+]/[C@H]1N[C@@H]1NC" charge=+1 e_above_lowest_kcal_mol=75.0 e_lumo_ev=-4.46
C 3.49 -0.58 -0.19
C 2.09 -0.12 -0.39
N 1.36 0.23 0.60
C 0.06 0.76 0.52
N -0.29 1.42 -0.70
C -1.08 0.23 -0.32
N -2.44 0.22 0.03
C -3.24 -0.91 0.11
H 4.05 -1.15 -0.97
H 3.63 -1.01 0.79
H 4.05 0.42 0.03
H 1.80 0.08 -1.40
H 1.85 0.12 1.54
H -0.20 1.30 1.52
H -0.88 2.24 -0.73
H -0.79 -0.63 -0.93
H -2.84 1.18 0.15
H -3.06 -1.69 -0.66
H -3.28 -1.44 1.01
H -4.27 -0.67 0.02

***

2.
21
Properties=species:S:1:pos:R:3 method="wB97M-V/def2-TZVPD" orbital_gap_ev="8.710 / 8.709" max_force_ev_per_a=5.24 charge=+1 e_above_lowest_kcal_mol=72.1 e_lumo_ev="-3.97 / -3.97"
C 1.30 -0.28 1.87
C 1.52 -0.20 0.37
S 2.47 0.86 -0.38
N 1.28 -1.41 -0.38
C 0.18 -1.66 -0.87
N -0.81 -0.84 -0.84
N -0.68 0.41 -0.23
C -1.80 0.69 0.64
C -0.58 1.48 -1.27
H 1.70 0.65 2.33
H 0.32 -0.74 2.12
H 2.11 -0.92 2.24
H 2.04 -2.07 -0.54
H -0.02 -2.59 -1.42
H -1.63 -0.94 -1.32
H -1.34 0.43 1.63
H -2.11 1.75 0.56
H -2.68 0.03 0.44
H -0.60 2.56 -1.02
H 0.49 1.42 -1.71
H -1.16 1.34 -2.23

***

3.
21
Properties=species:S:1:pos:R:3 method="wB97M-V/def2-TZVPD" orbital_gap_ev=8.067 max_force_ev_per_a=2.41 charge=+1 e_above_lowest_kcal_mol=48.9 e_lumo_ev=-3.88
C -4.29 0.59 0.08
C 0.44 -0.64 -0.33
C 2.41 -0.74 1.18
C 1.24 1.42 -1.42
C 0.96 -0.26 1.01
N -3.12 0.25 0.32
N -2.04 -0.07 0.52
N 0.62 0.12 -1.38
S -0.29 -2.16 -0.61
H -4.83 1.20 0.78
H -4.78 0.24 -0.81
H 2.47 -1.83 1.10
H 2.76 -0.45 2.16
H 3.07 -0.31 0.43
H 0.52 2.21 -1.17
H 2.07 1.49 -0.72
H 1.62 1.60 -2.43
H 0.92 0.83 1.13
H 0.34 -0.70 1.78
H 0.23 -0.20 -2.26
H -0.32 -2.57 0.66

***

4.
24
Properties=species:S:1:pos:R:3 method="wB97M-V/def2-TZVPD" orbital_gap_ev=8.328 max_force_ev_per_a=4.44 charge=+1 e_above_lowest_kcal_mol=61.2 e_lumo_ev=-3.72
H -1.04 -2.12 2.14
N -0.79 -1.38 1.61
C -1.62 -1.08 0.73
S -3.31 -1.59 0.78
N -3.71 -0.78 -0.73
S -5.32 -0.84 -1.17
S -2.82 0.74 -0.96
C -1.24 -0.14 -0.53
N -0.08 0.86 -0.14
C -0.31 1.46 1.11
C 1.39 0.18 -0.18
C 1.75 -0.28 -1.60
S 2.67 1.41 0.36
H -5.05 -1.64 -2.24
H -0.92 -0.81 -1.42
H 0.06 1.70 -0.82
H 0.15 0.76 1.91
H 0.24 2.40 1.15
H -1.32 1.66 1.36
H 1.18 -0.81 0.28
H 1.65 0.55 -2.31
H 2.80 -0.64 -1.44
H 1.27 -1.22 -1.71
H 2.72 1.07 1.66

***

5.
21
Properties=species:S:1:pos:R:3 method="wB97M-V/def2-TZVPD" orbital_gap_ev=7.209 max_force_ev_per_a=1.86 e_above_lowest_kcal_mol=54.8 e_lumo_ev=0.93
C 0.45 -2.50 -0.23
C 0.31 -1.17 0.46
C 1.03 -0.02 0.10
N 2.32 -0.02 -0.45
C 0.17 1.08 0.13
N 0.49 2.46 0.08
C -1.17 0.58 0.21
N -2.00 0.93 1.27
N -1.89 0.27 -0.96
H 0.92 -3.26 0.40
H -0.54 -2.89 -0.50
H 1.03 -2.41 -1.16
H -0.14 -1.21 1.44
H 2.71 0.90 -0.61
H 2.97 -0.65 0.00
H 0.06 2.95 -0.69
H 1.49 2.61 0.10
H -2.91 1.27 0.99
H -1.55 1.55 1.93
H -1.25 0.02 -1.70
H -2.52 -0.51 -0.79

***

6.
21
Properties=species:S:1:pos:R:3 method="wB97M-V/def2-TZVPD" orbital_gap_ev=9.059 max_force_ev_per_a=2.02 e_above_lowest_kcal_mol=36.4 e_lumo_ev=0.84
H -2.75 0.94 1.12
N -1.88 1.31 1.52
C -0.98 0.39 1.44
C 0.42 0.66 1.96
N 0.56 1.38 3.11
N 1.45 0.25 1.30
H 1.11 -0.23 0.44
H -1.15 -0.62 1.03
H -0.21 2.04 3.24
H 1.47 1.81 3.17
C 0.44 -2.67 -1.17
C -0.10 -1.51 -1.55
N 0.51 -0.29 -1.48
C -0.05 0.93 -2.05
H 1.45 -2.72 -0.77
H -0.12 -3.60 -1.24
H -1.13 -1.49 -1.92
H 1.53 -0.33 -1.54
H 0.44 1.80 -1.62
H 0.10 0.94 -3.14
H -1.12 1.00 -1.85

***

7.
21
Properties=species:S:1:pos:R:3 method="wB97M-V/def2-TZVPD" orbital_gap_ev=9.349 max_force_ev_per_a=1.08 smiles=C[C@]1(N)N(N)[C@]2(C)CN12 e_above_lowest_kcal_mol=61.6 e_lumo_ev=1.11
C -1.91 -0.35 -1.00
C -0.99 0.32 0.00
N -1.59 1.49 0.53
N 0.43 0.69 -0.48
N 0.76 0.33 -1.85
C 0.93 -0.22 0.53
C 2.11 0.17 1.36
C 0.38 -1.58 0.44
N -0.42 -0.55 1.07
H -2.53 0.40 -1.47
H -1.33 -0.86 -1.77
H -2.54 -1.08 -0.48
H -0.98 1.94 1.20
H -2.51 1.30 0.92
H 1.77 0.44 -1.93
H 0.35 1.07 -2.42
H 2.06 1.23 1.61
H 2.12 -0.42 2.28
H 3.03 -0.02 0.81
H 0.76 -2.30 1.15
H 0.08 -1.99 -0.52

***

8.
21
Properties=species:S:1:pos:R:3 method="wB97M-V/def2-TZVPD" orbital_gap_ev=8.057 max_force_ev_per_a=2.94 smiles="CC(=C=N)[C@H](N)N(C)N" e_above_lowest_kcal_mol=92.2 e_lumo_ev=0.85
C -0.55 2.18 1.52
C -0.07 1.08 0.62
C 0.45 1.25 -0.61
N 1.31 1.83 -1.31
C -0.65 -0.29 0.72
N -0.14 -1.13 1.71
N -0.08 -0.68 -0.84
C 1.16 -1.42 -1.01
N -1.16 -1.20 -1.61
H -1.64 2.22 1.54
H -0.22 2.02 2.55
H -0.16 3.13 1.16
H 1.19 1.80 -2.32
H -1.74 -0.34 0.67
H 0.85 -1.00 1.91
H -0.77 -1.39 2.46
H 1.45 -1.44 -2.06
H 1.94 -0.89 -0.46
H 1.05 -2.45 -0.65
H -1.29 -2.18 -1.38
H -0.94 -1.12 -2.60

***

9.
21
Properties=species:S:1:pos:R:3 method="wB97M-V/def2-TZVPD" orbital_gap_ev=10.750 max_force_ev_per_a=4.72 charge=+2 e_above_lowest_kcal_mol=87.4 e_lumo_ev=-8.03
C 2.51 0.94 -2.49
C 1.94 0.81 -1.31
C 2.43 2.04 -3.31
C -2.91 -1.38 1.64
C -1.48 -1.64 1.11
N 2.50 3.10 -3.76
N -0.44 -0.19 2.53
N 0.13 -0.11 0.41
N -0.54 -0.59 1.33
H 3.20 0.17 -2.93
H 2.07 0.03 -0.70
H -3.51 -1.15 0.72
H -3.20 -2.35 2.04
H -2.84 -0.48 2.33
H -1.61 -1.82 0.09
H -1.10 -2.53 1.66
H 2.37 4.14 -4.11
H -0.90 -0.74 3.26
H 0.10 0.68 2.76
H -0.06 -0.53 -0.47
H 1.35 1.62 -0.81

***

10.
23
Properties=species:S:1:pos:R:3 method="wB97M-V/def2-TZVPD" orbital_gap_ev=7.824 max_force_ev_per_a=7.01 smiles="C[N@H+]1C(=[NH2+])C(N)=C(O)N[C@@H]1O" charge=+2 e_above_lowest_kcal_mol=12.4 e_lumo_ev=-8.86
C 1.25 -0.76 -1.37
N 1.08 -0.48 0.09
C 0.40 0.75 0.32
N 0.99 1.93 0.45
C -1.20 0.72 0.28
N -1.97 1.85 0.60
C -1.77 -0.48 -0.05
O -2.96 -0.53 -0.47
N -1.00 -1.58 -0.20
C 0.30 -1.60 0.65
O 0.13 -1.31 1.94
H 2.02 -0.18 -1.76
H 1.38 -1.75 -1.60
H 0.27 -0.46 -1.84
H 1.98 -0.41 0.52
H 0.40 2.58 0.95
H 1.98 2.02 0.45
H -1.69 2.77 0.35
H -2.42 1.81 1.60
H -3.29 0.42 -0.44
H -1.36 -2.49 -0.56
H 0.83 -2.52 0.49
H -0.59 -1.94 2.30

***

11.
23
Properties=species:S:1:pos:R:3 method="wB97M-V/def2-TZVPD" orbital_gap_ev=9.090 max_force_ev_per_a=3.75 e_above_lowest_kcal_mol=12.0 e_lumo_ev=0.33
C -0.34 -0.39 1.26
C 1.66 -0.72 -1.31
C 0.44 -1.60 -1.74
C 1.20 0.76 -1.26
C -0.44 -2.02 -0.58
N -0.20 0.90 -1.53
N 0.43 -0.97 2.02
N -1.10 -0.96 0.23
N -0.77 0.91 1.13
O -2.08 3.43 2.34
S -1.28 0.64 -0.44
H 1.91 -1.13 -0.37
H 2.50 -0.87 -1.91
H 0.02 -1.07 -2.51
H 0.86 -2.57 -2.08
H 1.49 1.02 -0.25
H 1.73 1.51 -1.94
H -1.26 -2.58 -0.96
H 0.10 -2.73 -0.03
H 0.92 -0.45 2.78
H -0.70 1.60 1.78
H -3.03 3.58 2.12
H -2.05 3.72 3.24

***

12.
23
Properties=species:S:1:pos:R:3 method="wB97M-V/def2-TZVPD" orbital_gap_ev=8.547 max_force_ev_per_a=4.30 charge=+1 e_above_lowest_kcal_mol=55.4 e_lumo_ev=-5.16
C -2.59 0.04 0.06
C -0.51 -1.22 1.32
C 1.61 0.04 -0.24
C -0.03 1.10 -1.68
C -0.69 -0.58 -0.03
N -2.99 0.32 -1.27
N -3.46 -0.97 0.51
N -3.95 -0.41 -1.52
N -4.26 -1.20 -0.39
N 0.21 0.52 -0.34
S -2.47 1.50 1.10
H -1.38 -1.83 1.55
H -0.40 -0.47 2.10
H 0.35 -1.88 1.33
H 1.73 -0.82 -0.90
H 2.30 0.82 -0.56
H 1.85 -0.25 0.78
H 0.16 0.35 -2.44
H -1.07 1.44 -1.77
H 0.63 1.95 -1.84
H -0.76 -1.28 -0.86
H 0.04 1.27 0.36
H -2.78 0.88 2.24

***

13.
19
Properties=species:S:1:pos:R:3 method="wB97M-V/def2-TZVPD" orbital_gap_ev=5.960 max_force_ev_per_a=3.05 charge=-1 e_above_lowest_kcal_mol=130.5 e_lumo_ev=4.09
C -2.93 0.72 -0.17
N -2.35 -0.60 -0.18
C 0.15 0.06 -0.02
C 0.52 -0.84 -1.03
C 2.30 -0.11 -0.35
O 2.41 1.01 0.25
C 0.35 -0.26 1.43
H -2.70 1.26 0.83
H -2.44 1.24 -1.04
H -4.07 0.76 -0.24
H -2.66 -0.81 -1.11
H -0.17 1.08 -0.23
H 0.31 -0.66 -2.08
H 0.17 -1.84 -0.76
H 2.95 -0.59 -1.11
H 2.14 -0.93 0.33
H 0.07 -1.26 1.79
H 1.41 -0.08 1.66
H -0.15 0.49 2.03

***

14.
19
Properties=species:S:1:pos:R:3 method="wB97M-V/def2-TZVPD" orbital_gap_ev=7.466 max_force_ev_per_a=1.03 charge=-1 e_above_lowest_kcal_mol=10.4 e_lumo_ev=4.31
C 2.84 -0.73 0.01
C 2.37 -1.59 -0.92
N 1.09 -1.61 -1.40
H 2.16 -0.01 0.45
H 3.90 -0.75 0.23
H 3.06 -2.26 -1.43
H 0.41 -0.88 -0.97
H 0.89 -2.36 -2.02
C -0.75 1.41 0.05
O -0.41 0.12 -0.22
C -1.66 1.53 1.26
C -2.93 0.69 1.11
H -1.28 1.88 -0.83
H 0.14 2.07 0.17
H -1.98 2.57 1.44
H -1.09 1.20 2.14
H -3.49 0.66 2.04
H -2.68 -0.32 0.77
H -3.58 1.13 0.35

***

15.
19
Properties=species:S:1:pos:R:3 method="wB97M-V/def2-TZVPD" orbital_gap_ev=6.033 max_force_ev_per_a=4.84 smiles=CCC[C@@H](N)C[O-] charge=-1 e_above_lowest_kcal_mol=52.6 e_lumo_ev=3.93
C -2.17 -1.36 -0.48
C -1.30 -0.28 0.22
C -0.51 0.85 -0.51
C 0.90 1.02 0.02
N 1.08 1.40 1.45
C 1.84 -0.25 -0.29
O 2.35 -0.82 0.75
H -2.63 -1.21 -1.51
H -2.96 -1.87 0.02
H -1.38 -2.18 -0.82
H -1.96 0.26 0.99
H -0.56 -0.91 0.94
H -0.33 0.56 -1.54
H -0.99 1.74 -0.25
H 1.34 1.76 -0.78
H 1.04 0.60 2.01
H 2.13 1.44 1.49
H 1.50 -1.07 -0.93
H 2.59 0.32 -0.79

***

16.
19
Properties=species:S:1:pos:R:3 method="wB97M-V/def2-TZVPD" orbital_gap_ev=4.109 max_force_ev_per_a=2.84 charge=-1 e_above_lowest_kcal_mol=137.9 e_lumo_ev=2.75
C 2.87 1.68 -0.43
N 3.40 0.55 0.27
C -0.91 -0.42 0.27
C -1.97 -1.27 0.11
C -3.34 -0.74 0.34
O -3.49 0.12 -0.72
C 0.53 -0.72 -0.03
H 2.32 1.41 -1.33
H 3.64 2.39 -0.80
H 2.18 2.35 0.16
H 4.16 0.90 0.85
H -1.11 0.52 0.77
H -1.68 -0.31 -0.78
H -1.87 -2.35 0.14
H -4.06 -1.58 0.33
H -3.37 -0.20 1.32
H 0.48 -1.33 -0.93
H 1.12 -1.19 0.74
H 1.10 0.17 -0.28

***

17.
19
Properties=species:S:1:pos:R:3 method="wB97M-V/def2-TZVPD" orbital_gap_ev="10.142 / 7.229" max_force_ev_per_a=4.78 multiplicity=2 e_above_lowest_kcal_mol=33.7 e_lumo_ev="1.09 / -1.82"
C -1.67 -1.27 1.64
N -0.98 -1.27 0.30
C 0.05 -0.18 0.11
C 0.87 -0.33 -1.17
C 2.07 0.70 -1.20
O 1.75 1.95 -1.41
C -0.47 1.26 0.15
H -2.18 -0.25 1.72
H -1.01 -1.43 2.52
H -2.45 -1.98 1.63
H -1.71 -0.97 -0.36
H 0.79 -0.38 0.93
H 1.16 -1.37 -1.15
H 0.24 -0.02 -1.97
H 2.57 0.38 -0.26
H 2.81 0.19 -1.91
H -0.76 1.59 -0.89
H 0.35 1.93 0.52
H -1.42 1.42 0.82

***

18.
19
Properties=species:S:1:pos:R:3 method="wB97M-V/def2-TZVPD" orbital_gap_ev=9.604 max_force_ev_per_a=1.79 smiles="C=[NH+]CCCCO" charge=+1 e_above_lowest_kcal_mol=23.4 e_lumo_ev=-4.82
C 2.56 1.00 -0.42
N 1.37 0.56 -0.24
C 0.26 0.96 -1.10
C -0.92 -0.03 -1.07
C -1.51 0.00 0.37
C -1.20 -1.30 1.13
O 0.24 -1.51 1.20
H 3.31 0.84 0.34
H 2.65 1.72 -1.22
H 1.19 0.07 0.65
H -0.10 1.94 -0.73
H 0.69 1.21 -2.06
H -1.68 0.23 -1.80
H -0.51 -1.01 -1.30
H -2.59 0.14 0.57
H -1.20 0.85 0.97
H -1.49 -1.23 2.19
H -1.60 -2.23 0.71
H 0.53 -2.20 1.80

***

19.
19
Properties=species:S:1:pos:R:3 method="wB97M-V/def2-TZVPD" orbital_gap_ev=6.875 max_force_ev_per_a=2.25 charge=+1 e_above_lowest_kcal_mol=142.4 e_lumo_ev=-8.53
O 1.19 0.25 1.56
C 0.32 0.95 1.23
C -0.84 0.58 0.13
C -0.50 -0.88 -0.39
C 0.86 -0.99 -1.07
C 1.14 0.06 -2.13
N -1.93 0.48 0.88
H 0.22 1.98 1.59
H -0.82 1.35 -0.63
H -0.53 -1.58 0.45
H -1.28 -1.17 -1.08
H 1.03 -2.04 -1.35
H 1.61 -0.83 -0.29
H 1.33 1.03 -1.68
H 2.06 -0.15 -2.65
H 0.34 0.18 -2.86
H -2.79 0.83 0.41
H -0.80 -0.35 4.10
H -0.60 0.30 3.79

***

20.
19
Properties=species:S:1:pos:R:3 method="wB97M-V/def2-TZVPD" orbital_gap_ev=10.470 max_force_ev_per_a=1.93 charge=+1 e_above_lowest_kcal_mol=32.1 e_lumo_ev=-3.52
N -1.76 -1.50 0.00
C -1.50 -0.67 -1.23
C -0.39 0.06 -1.20
C 0.96 -0.39 -0.73
C 1.80 0.72 -0.10
C 1.21 1.21 1.23
O -0.13 0.73 1.43
H -1.12 -2.28 0.16
H -1.66 -0.87 0.81
H -2.71 -1.88 0.04
H -2.39 -0.53 -1.82
H -0.35 0.97 -1.79
H 0.83 -1.15 0.06
H 1.45 -0.89 -1.56
H 2.82 0.32 -0.09
H 1.94 1.52 -0.83
H 1.86 0.97 2.07
H 1.20 2.29 1.12
H -0.44 1.14 2.25

***

21.
19
Properties=species:S:1:pos:R:3 method="wB97M-V/def2-TZVPD" orbital_gap_ev=9.099 max_force_ev_per_a=3.46 charge=+1 e_above_lowest_kcal_mol=58.0 e_lumo_ev=-4.61
C -2.29 0.84 -2.15
C 0.56 -1.84 -0.38
C 1.22 1.12 0.14
C -0.39 0.85 1.80
C 0.83 -1.10 0.97
N 0.45 0.28 1.04
O -1.81 0.72 -1.08
H -2.88 -0.02 -2.39
H 1.43 -1.98 -0.90
H 0.09 -2.78 -0.18
H -0.18 -1.25 -0.91
H 1.97 0.56 -0.32
H 0.71 1.59 -0.62
H 1.81 1.94 0.49
H -2.05 1.71 -2.80
H -0.94 0.27 2.42
H -0.54 1.84 1.85
H 1.88 -1.25 1.27
H 0.14 -1.51 1.73

***

22.
19
Properties=species:S:1:pos:R:3 method="wB97M-V/def2-TZVPD" orbital_gap_ev=9.147 max_force_ev_per_a=4.62 charge=+1 e_above_lowest_kcal_mol=87.4 e_lumo_ev=-4.69
C -0.45 0.65 1.38
C -0.83 0.08 -0.01
C -1.05 -1.45 -0.15
C -1.68 0.96 -0.82
C 2.44 -0.49 0.20
N 0.46 0.62 0.30
O 2.97 0.00 -0.88
H -0.69 1.54 1.93
H -0.31 -0.25 2.16
H -0.16 -1.86 0.30
H -1.46 -1.77 -1.14
H -1.96 -1.61 0.53
H -1.57 0.79 -1.86
H -1.40 2.04 -0.74
H -2.70 0.78 -0.72
H 2.96 0.07 0.94
H 1.90 -1.37 0.46
H 0.79 1.49 -0.10
H 2.75 -0.23 -1.79

***

23.
19
Properties=species:S:1:pos:R:3 method="wB97M-V/def2-TZVPD" orbital_gap_ev=8.249 max_force_ev_per_a=3.16 smiles="C=[NH+]CCCCO" charge=+1 e_above_lowest_kcal_mol=56.4 e_lumo_ev=-5.50
C 3.09 0.24 0.37
N 1.84 0.31 0.61
C 0.82 0.11 -0.58
C -0.34 1.01 -0.27
C -1.39 0.24 0.66
C -1.90 -1.03 0.01
O -2.07 -0.79 -1.42
H 3.83 0.63 0.98
H 3.36 -0.60 -0.27
H 1.47 0.65 1.45
H 1.43 0.46 -1.37
H 0.71 -0.96 -0.62
H -0.02 1.91 0.23
H -0.71 1.45 -1.18
H -2.30 0.91 0.90
H -0.73 -0.15 1.59
H -1.28 -1.90 0.13
H -2.81 -1.49 0.44
H -3.00 -0.99 -1.67

***

24.
19
Properties=species:S:1:pos:R:3 method="wB97M-V/def2-TZVPD" orbital_gap_ev=9.979 max_force_ev_per_a=1.55 smiles="C=[NH+]CCCCO" charge=+1 e_above_lowest_kcal_mol=20.0 e_lumo_ev=-4.72
C -1.59 1.85 -0.99
N -0.92 0.81 -0.71
C -1.27 -0.14 0.38
C -0.25 -0.19 1.51
C 1.24 -0.01 1.04
C 1.69 -1.06 0.02
O 0.86 -1.05 -1.14
H -1.55 2.40 -1.92
H -2.46 2.03 -0.36
H -0.27 0.36 -1.36
H -2.23 0.23 0.75
H -1.52 -1.10 -0.09
H -0.54 0.61 2.18
H -0.24 -1.17 1.98
H 1.83 -0.13 1.95
H 1.39 1.02 0.72
H 2.76 -0.88 -0.14
H 1.66 -2.06 0.45
H 1.35 -1.44 -1.89